No. 1
Density functional theory data (wB97M-V/def2-TZVPD) for an isolated molecule of C7H11NOS.

Values from the calculation:
Energy relative to the best compared isomer or geometry (same formula, charge and spin), kJ/mol: 296.4
HOMO-LUMO gap, Eh: 0.37249
HOMO, eV: -9.429
Electronic energy, Ha: -801.376187

```
! wB97M-V def2-TZVPD RIJCOSX def2/J DEFGRID3
* xyz 0 1
C -0.4249 1.6830 -0.3710
C -1.6179 -2.0598 -1.2640
C -0.9236 -0.9403 -1.4069
C -1.1080 0.0926 1.4575
C 1.3270 2.7407 1.8021
C 0.3232 -0.7510 -0.5030
C 0.0096 0.3541 0.5038
N -0.7918 2.5755 -0.9603
O 1.6336 0.2244 2.6059
S 1.7330 0.9201 1.3394
H -2.4229 -2.1937 -1.9712
H -1.5228 -2.8180 -0.4542
H -1.0873 -0.1803 -2.1534
H -0.7871 -0.4348 2.3335
H -1.8736 -0.5114 1.0230
H -1.6299 1.0316 1.7778
H 0.3278 3.0656 1.3872
H 2.0311 3.2332 1.0654
H 1.2550 2.9478 2.8427
H 1.1269 -0.6542 -1.1649
H 0.1421 -1.6570 -0.0118
*
```

Atom charges from the natural (NBO) analysis, given in e for atoms 1 to 8:
1 C 0.2514
2 C -0.4091
3 C -0.1584
4 C -0.6679
5 C -0.8257
6 C -0.4890
7 C -0.1843
8 N -0.3603

No. 2
Density functional theory data (wB97M-V/def2-TZVPD) for a structure of composition C7H11NPPb.

Values from the calculation:
Energy relative to the best compared isomer or geometry (same formula, charge and spin), kJ/mol: 0.0
HOMO-LUMO gap (alpha / beta), Eh: 0.10095 / 0.08712
HOMO (alpha / beta), eV: 0.143 / 0.661
Electronic energy, Ha: -862.100222

```
! wB97M-V def2-TZVPD RIJCOSX def2/J DEFGRID3
* xyz -1 1
C -0.9737 1.3373 -0.9482
C -1.2891 1.5319 -2.3860
C -0.1527 2.0455 -3.0698
C 0.8342 2.2539 -2.0603
C 0.4096 1.7384 -0.7828
Pb 0.5003 -0.3019 -2.0829
P -2.0112 -1.6956 0.4791
H -1.6454 1.0691 -0.1400
H -2.2820 1.3427 -2.7580
H -0.0309 2.0003 -4.1683
H 1.0393 1.7417 0.1170
H 1.7484 2.7883 -2.2158
H -1.6159 -3.0291 0.7677
H -3.4043 -2.1336 0.5072
H -2.1409 -1.3139 1.8639
C 1.9814 -1.6936 3.2517
C 1.5352 -1.2261 1.9385
N 1.2000 -0.9894 0.8509
H 2.0300 -0.8706 4.0032
H 2.9881 -2.1456 3.1952
H 1.2796 -2.4495 3.6380
*
```

Atom charges from the natural (NBO) analysis, given in e for atoms 1 to 8:
1 C -0.3637
2 C -0.3565
3 C -0.3644
4 C -0.3493
5 C -0.3996
6 Pb -0.0632
7 P 0.0133
8 H 0.2285

No. 3
Density functional theory data (wB97M-V/def2-TZVPD) for a structure of composition C7H11O.

Values from the calculation:
Energy relative to the best compared isomer or geometry (same formula, charge and spin), kJ/mol: 548.5
HOMO-LUMO gap, Eh: 0.16512
HOMO, eV: -2.208
Electronic energy, Ha: -348.288619

```
! wB97M-V def2-TZVPD RIJCOSX def2/J DEFGRID3
* xyz -1 1
C -1.8938 -0.2386 1.4819
O -2.8636 0.4378 2.2009
C -0.6735 0.5986 1.4408
C 0.8172 -0.0030 1.1896
C 1.0624 -0.4038 -0.2780
C 0.4383 -1.3709 -0.9787
C 1.4282 0.5347 -2.6271
C 0.9321 0.4965 -1.3476
H -1.6581 -1.1809 2.1582
H -2.3408 -0.6350 0.5240
H -0.8908 1.4718 0.6356
H -0.6947 1.1719 2.4164
H 0.8677 -0.8896 1.8415
H 1.5203 0.7403 1.5625
H -0.6215 -1.2329 -1.4003
H 1.0434 -2.0870 -1.6006
H 1.4070 1.5036 -3.0553
H 1.7517 -0.2904 -3.1692
H 0.3686 1.3766 -0.9945
*
```

Atom charges from the natural (NBO) analysis, given in e for atoms 1 to 8:
1 C -0.0667
2 O -0.9672
3 C -0.4096
4 C -0.4330
5 C -0.2218
6 C -0.1038
7 C -0.5946
8 C -0.1567

No. 4
Density functional theory data (wB97M-V/def2-TZVPD) for the ion C7H11O2 with charge +1.

Values from the calculation:
Energy relative to the best compared isomer or geometry (same formula, charge and spin), kJ/mol: 171.5
HOMO-LUMO gap, Eh: 0.31771
HOMO, eV: -14.729
Electronic energy, Ha: -423.413815

```
! wB97M-V def2-TZVPD RIJCOSX def2/J DEFGRID3
* xyz 1 1
C -1.9269 -0.1341 0.3427
C 2.5392 -0.8177 0.0364
C 1.1037 -0.7365 -0.5532
C 2.2693 0.5236 0.6364
C -0.2079 1.4690 0.0501
C 0.9342 0.5794 -0.0148
C -3.2533 -0.4769 -0.3324
O -1.3889 0.8604 -0.3842
O -1.2486 -0.7496 1.1363
H 2.7118 -1.6165 0.5940
H 3.1267 -0.6956 -0.8706
H 0.8315 -0.9956 -1.5393
H 0.4605 -1.5846 -0.2413
H 2.0097 0.3098 1.6462
H 2.9128 1.4350 0.5575
H -0.2020 1.9058 1.0044
H 0.0782 2.3604 -0.7579
H -4.0285 -0.5482 0.3288
H -3.1490 -1.4906 -0.8177
H -3.5725 0.4025 -0.8216
*
```

Atom charges from the natural (NBO) analysis, given in e for atoms 1 to 8:
1 C 0.8103
2 C -0.3579
3 C -0.5973
4 C -0.5121
5 C -0.2010
6 C 0.5596
7 C -0.7197
8 O -0.4943

No. 5
Density functional theory data (wB97M-V/def2-TZVPD) for an isolated molecule of C7H11OP.

Values from the calculation:
Energy relative to the best compared isomer or geometry (same formula, charge and spin), kJ/mol: 4.4
HOMO-LUMO gap (alpha / beta), Eh: 0.28223 / 0.30416
HOMO (alpha / beta), eV: -6.744 / -9.756
Electronic energy, Ha: -689.731437

```
! wB97M-V def2-TZVPD RIJCOSX def2/J DEFGRID3
* xyz 0 3
C -2.1091 0.0279 1.0043
C -1.0573 0.7225 0.9566
C 2.4148 0.4931 0.0013
C 1.2594 -0.0673 -0.3399
C -2.8516 -0.6282 -0.1395
C -2.3926 -0.4395 -1.4915
C 3.6725 -0.3083 0.3890
O 0.1803 2.4758 -0.6731
P -0.1419 1.0534 -0.5438
H -2.5219 -0.1353 2.0048
H -0.6045 1.0597 1.8280
H 2.4852 1.6192 0.2025
H 1.3178 -1.1331 -0.4179
H -2.8336 -1.6393 0.1527
H -3.9258 -0.4687 0.1571
H -1.7226 -1.2271 -1.9960
H -2.8422 0.2946 -2.2161
H 3.3140 -1.3879 0.3015
H 4.0490 -0.0678 1.3702
H 4.3101 -0.2436 -0.5504
*
```

Atom charges from the natural (NBO) analysis, given in e for atoms 1 to 8:
1 C -0.1008
2 C -0.5916
3 C -0.1127
4 C -0.6385
5 C -0.5595
6 C -0.2841
7 C -0.6581
8 O -0.9896

No. 6
Density functional theory data (wB97M-V/def2-TZVPD) for a structure of composition C7H11OPS.

Values from the calculation:
Energy relative to the best compared isomer or geometry (same formula, charge and spin), kJ/mol: 42.1
HOMO-LUMO gap, Eh: 0.32511
HOMO, eV: -8.198
Electronic energy, Ha: -1087.978237

```
! wB97M-V def2-TZVPD RIJCOSX def2/J DEFGRID3
* xyz 0 1
C -0.5999 -0.5526 -3.5541
C -0.0029 -0.2029 -2.5805
C 0.5365 1.4646 -0.9180
C -0.5843 1.2645 0.0274
C 1.1949 -0.9299 -0.6934
C 0.9760 0.1980 -1.6507
C -0.4021 -0.8345 3.4670
O -0.0721 -0.2411 2.2494
P -0.6708 -0.4084 0.7692
S -2.3462 -1.4200 0.7411
H -0.9817 -0.7611 -4.4886
H 0.2803 2.3164 -1.5945
H 1.3855 1.7521 -0.3668
H -0.5902 2.1915 0.7666
H -1.5532 1.4734 -0.3505
H 1.0211 -1.8165 -1.2313
H 2.1012 -1.0736 0.0193
H 2.0784 0.4383 -1.9686
H -1.3147 -1.5396 3.2952
H -0.8053 0.0302 4.0829
H 0.3498 -1.3490 3.9789
*
```

Atom charges from the natural (NBO) analysis, given in e for atoms 1 to 8:
1 C -0.1749
2 C -0.0317
3 C -0.3788
4 C -0.8008
5 C -0.4942
6 C -0.3697
7 C -0.2459
8 O -0.8349

No. 7
Density functional theory data (wB97M-V/def2-TZVPD) for an isolated molecule of C7H11PS.

Values from the calculation:
Energy relative to the best compared isomer or geometry (same formula, charge and spin), kJ/mol: 334.0
HOMO-LUMO gap (alpha / beta), Eh: 0.21561 / 0.27308
HOMO (alpha / beta), eV: -6.885 / -7.845
Electronic energy, Ha: -1012.694869

```
! wB97M-V def2-TZVPD RIJCOSX def2/J DEFGRID3
* xyz 0 1
C 0.7192 -0.4482 -2.2464
C -0.2376 1.3758 0.2298
C 0.6108 0.4372 0.8896
C 1.6033 0.7869 1.7262
C 0.3347 -1.0079 0.5631
C 0.0413 2.8382 0.2219
C -1.6823 -2.3843 -1.0925
P -0.3412 -1.0853 -1.1540
S -1.5659 0.7827 -0.5930
H 0.5788 -0.7786 -3.2731
H 2.2562 0.0475 2.1564
H 1.7657 1.8083 2.0211
H 1.2548 -1.5936 0.6095
H -0.3916 -1.4274 1.2681
H -0.6469 3.3400 -0.4511
H 1.0628 3.0223 -0.1122
H -0.0685 3.2671 1.2188
H -1.7382 -2.8506 -2.0748
H -1.4351 -3.1385 -0.3462
H -2.6436 -1.9288 -0.8573
*
```

Atom charges from the natural (NBO) analysis, given in e for atoms 1 to 8:
1 C -0.8388
2 C -0.1390
3 C -0.0779
4 C -0.3396
5 C -0.7541
6 C -0.6601
7 C -0.9625
8 P 1.1928

No. 8
Density functional theory data (wB97M-V/def2-TZVPD) for an isolated molecule of C7H12.

Values from the calculation:
Energy relative to the best compared isomer or geometry (same formula, charge and spin), kJ/mol: 216.5
HOMO-LUMO gap, Eh: 0.36615
HOMO, eV: -9.001
Electronic energy, Ha: -273.826100
SMILES string: C=C(C)C(=C)CC

```
! wB97M-V def2-TZVPD RIJCOSX def2/J DEFGRID3
* xyz 0 1
C 0.3079 2.2749 1.0952
C 0.0672 1.4439 -0.1957
C -0.6701 0.1164 0.0276
C -1.4235 -0.1495 1.0918
C 0.6880 -0.8642 -1.9153
C 0.1092 -0.9751 -0.7182
C 0.5670 -2.1018 0.2103
H 1.1932 1.8234 1.5540
H -0.5042 1.9932 1.7337
H 0.5303 3.3339 0.9724
H -0.4338 2.0434 -0.9738
H 1.0435 1.2516 -0.6399
H -1.3787 -1.0765 1.6355
H -1.7423 0.6619 1.7296
H 1.5462 -1.3477 -2.3709
H 0.4227 -0.1141 -2.6540
H 1.1031 -1.6779 1.0850
H -0.2660 -2.6812 0.6392
H 1.2924 -2.7210 -0.2810
*
```

Atom charges from the natural (NBO) analysis, given in e for atoms 1 to 8:
1 C -0.6060
2 C -0.4366
3 C 0.0078
4 C -0.4011
5 C -0.4088
6 C -0.0027
7 C -0.6389
8 H 0.2005

No. 9
Density functional theory data (wB97M-V/def2-TZVPD) for an isolated molecule of C7H12.

Values from the calculation:
Energy relative to the best compared isomer or geometry (same formula, charge and spin), kJ/mol: 287.9
HOMO-LUMO gap, Eh: 0.35357
HOMO, eV: -8.566
Electronic energy, Ha: -273.798892
SMILES string: C=C/C=C(/C)CC

```
! wB97M-V def2-TZVPD RIJCOSX def2/J DEFGRID3
* xyz 0 1
C -0.2137 1.9607 0.9156
C -0.6987 0.5907 1.3362
C 0.1840 -0.3595 0.5983
C 0.1454 -0.7727 -0.6715
C -0.7089 -0.5125 -1.8096
C -0.6112 -0.7680 -3.0812
C 1.3379 -1.0535 1.4973
H -0.0425 2.0322 -0.1338
H 0.8572 2.0940 1.3065
H -0.7755 2.8158 1.2506
H -0.5331 0.5269 2.4244
H -1.7472 0.3884 0.9186
H 0.5795 -1.6365 -1.0931
H -1.5502 -0.1267 -1.4522
H -1.3945 -0.5365 -3.8700
H 0.3789 -1.1363 -3.5434
H 1.3045 -2.0716 1.2992
H 1.2610 -1.0126 2.6403
H 2.2269 -0.4223 1.4678
*
```

Atom charges from the natural (NBO) analysis, given in e for atoms 1 to 8:
1 C -0.5917
2 C -0.4616
3 C 0.0999
4 C -0.2921
5 C -0.2108
6 C -0.3820
7 C -0.6510
8 H 0.2110

No. 10
Density functional theory data (wB97M-V/def2-TZVPD) for an isolated molecule of C7H12.

Values from the calculation:
Energy relative to the best compared isomer or geometry (same formula, charge and spin), kJ/mol: 194.9
HOMO-LUMO gap, Eh: 0.36101
HOMO, eV: -8.786
Electronic energy, Ha: -273.834304
SMILES string: C=CC(C)=C(C)C

```
! wB97M-V def2-TZVPD RIJCOSX def2/J DEFGRID3
* xyz 0 1
C -0.6817 1.7547 0.2108
C 1.2735 -1.7282 -0.0389
C 2.0700 0.8110 -0.1181
C -0.2967 0.3188 0.2593
C 0.8016 -0.3239 0.0082
C -1.5647 -0.7631 0.3179
C -2.7039 -0.5982 -0.3415
H -1.4605 -1.5923 1.0095
H -0.7085 2.1189 -0.8173
H 0.0457 2.3518 0.7583
H -1.6780 1.8799 0.6282
H 0.4925 -2.4319 0.2335
H 2.1157 -1.8586 0.6418
H 1.6221 -1.9639 -1.0457
H 1.8537 1.5856 -0.8506
H 2.2791 1.2472 0.8574
H 2.9341 0.2478 -0.4604
H -3.5490 -1.2598 -0.1998
H -2.8450 0.2041 -1.0527
*
```

Atom charges from the natural (NBO) analysis, given in e for atoms 1 to 8:
1 C -0.6554
2 C -0.6464
3 C -0.6512
4 C -0.0227
5 C 0.0482
6 C -0.1899
7 C -0.4244
8 H 0.1925

No. 11
Density functional theory data (wB97M-V/def2-TZVPD) for an isolated molecule of C7H12.

Values from the calculation:
Energy relative to the best compared isomer or geometry (same formula, charge and spin), kJ/mol: 219.5
HOMO-LUMO gap, Eh: 0.35788
HOMO, eV: -8.646
Electronic energy, Ha: -273.824946
SMILES string: C=C(C)C/C=C/C

```
! wB97M-V def2-TZVPD RIJCOSX def2/J DEFGRID3
* xyz 0 1
C -0.7729 1.2031 1.5421
C 0.6180 0.7215 1.1017
C 1.6677 1.5587 1.0609
C 0.7847 -0.7831 0.9507
C 0.2458 -1.2939 -0.3774
C -0.2763 -0.4916 -1.3314
C -1.2256 -0.9445 -2.4130
H -0.9750 2.1736 1.0899
H -1.4968 0.4905 1.1393
H -0.8470 1.2141 2.6300
H 1.8138 2.4362 1.6830
H 2.4988 1.3802 0.3732
H 0.0911 -1.2258 1.6604
H 1.8208 -1.1438 0.9680
H 0.2071 -2.3669 -0.5533
H 0.1732 0.4983 -1.4467
H -1.9062 -1.6900 -2.0013
H -0.5969 -1.5082 -3.1156
H -1.8243 -0.2283 -2.9605
*
```

Atom charges from the natural (NBO) analysis, given in e for atoms 1 to 8:
1 C -0.6612
2 C 0.0548
3 C -0.4341
4 C -0.4790
5 C -0.1811
6 C -0.1976
7 C -0.6578
8 H 0.2235

No. 12
Density functional theory data (wB97M-V/def2-TZVPD) for an isolated molecule of C7H12.

Values from the calculation:
Energy relative to the best compared isomer or geometry (same formula, charge and spin), kJ/mol: 136.7
HOMO-LUMO gap, Eh: 0.38176
HOMO, eV: -9.305
Electronic energy, Ha: -273.856502
SMILES string: CC#CCCCC

```
! wB97M-V def2-TZVPD RIJCOSX def2/J DEFGRID3
* xyz 0 1
C 1.8457 2.2078 1.0536
C 1.6179 0.8888 0.3244
C 0.5802 0.0024 1.0105
C 0.3976 -1.3440 0.2710
C -0.8950 -1.4481 -0.4004
C -1.9250 -1.3866 -1.0192
C -3.1191 -1.2234 -1.8394
H 0.9212 2.7930 1.1149
H 2.1959 2.0296 2.0769
H 2.5969 2.8213 0.5467
H 1.2920 1.0807 -0.7066
H 2.5679 0.3410 0.2463
H -0.3839 0.5225 1.0462
H 0.8791 -0.1686 2.0524
H 1.1602 -1.4294 -0.5090
H 0.5660 -2.1913 0.9392
H -4.0477 -1.4650 -1.3211
H -3.0556 -1.8478 -2.7332
H -3.1946 -0.1827 -2.1531
*
```

Atom charges from the natural (NBO) analysis, given in e for atoms 1 to 8:
1 C -0.6042
2 C -0.3913
3 C -0.3823
4 C -0.4717
5 C -0.0221
6 C -0.0112
7 C -0.6790
8 H 0.2029

energy relative to the best compared isomer or geometry (same formula, charge and spin) of number 6 (C7H11OPS)? 42.1 kJ/mol